Record 1
A molecular structure, C17H18AuF6N4O5Sb. Source: OMol25; level of theory: wB97M-V/def2-TZVPD.

Values from the calculation:
multiplicity = 4
E_HOMO (spin up / spin down) = -11.3414 / -11.3892 eV
energy relative to the best compared isomer or geometry (same formula, charge and spin) = 0.00 kJ/mol
total charge = +1

Each line ends with the Löwdin spin population.
Element x y z (Å)
Au 0.38 0.55 -1.85  0.625
N -3.00 0.61 -4.22  0.001
C -2.89 1.97 -4.27  0.006
C -1.68 2.28 -3.72  0.008
N -1.06 1.12 -3.37  0.087
C -1.88 0.12 -3.66  0.004
C -1.47 -1.22 -3.32  0.005
N -0.33 -1.40 -2.68  0.097
C -0.17 -2.73 -2.48  0.006
C -1.25 -3.38 -3.02  0.005
N -2.05 -2.41 -3.55  0.000
H -3.81 0.08 -4.51  0.000
H -3.66 2.60 -4.67  0.001
H -1.22 3.24 -3.56  0.000
H 0.68 -3.13 -1.97  0.000
H -1.49 -4.42 -3.07  0.001
H -2.95 -2.56 -3.98  0.001
F -1.80 0.13 -0.74  -0.002
Sb -3.09 0.02 0.71  0.000
F -1.75 -0.89 1.70  0.000
F -2.29 1.65 1.33  0.009
F -4.34 -0.08 2.08  0.000
F -4.22 1.02 -0.44  0.000
F -3.64 -1.58 -0.14  0.000
O 1.99 -1.95 -0.55  0.035
C 1.85 -1.01 0.22  0.012
O 1.45 0.17 0.00  0.073
C 2.16 -1.33 1.68  0.162
C 1.24 -0.97 2.70  0.143
C 1.49 -1.26 4.03  0.008
C 2.65 -1.97 4.30  0.176
O 3.13 -2.38 5.46  0.156
C 4.34 -3.08 5.20  0.010
O 4.54 -3.07 3.79  0.136
C 3.53 -2.38 3.25  0.153
C 3.30 -2.08 1.94  -0.012
H 0.32 -0.46 2.44  0.005
H 0.80 -0.99 4.82  -0.003
H 4.26 -4.11 5.56  0.011
H 5.17 -2.58 5.70  0.012
H 3.96 -2.38 1.14  -0.003
C -0.75 4.47 -0.02  0.009
C 0.04 3.18 -0.12  0.134
C 1.44 3.26 0.56  0.081
O 0.09 2.68 -1.36  0.766
H -0.75 4.84 1.01  0.001
H -1.78 4.31 -0.33  0.001
H -0.31 5.23 -0.67  0.002
H -0.49 2.42 0.52  0.068
H 1.93 4.16 0.20  0.006
H 2.03 2.39 0.29  0.000
H 1.34 3.31 1.64  0.001

---

Record 2
A molecular structure, C17H18BCdClF2N6OS. Source: OMol25; level of theory: wB97M-V/def2-TZVPD.

Values from the calculation:
multiplicity = 1
E_HOMO = -6.3564 eV
total charge = 0

Each line ends with the Mulliken charge.
Element x y z (Å)
Cd -0.26 0.72 0.51  0.107
N -4.63 1.91 0.62  -0.101
C -4.18 3.18 0.35  -0.662
C -2.85 3.06 0.08  -0.360
N -2.48 1.74 0.18  -0.088
C -3.57 1.07 0.50  0.495
C -3.61 -0.37 0.73  -0.217
N -2.56 -1.14 0.64  0.096
C -2.99 -2.41 0.94  -0.304
C -4.32 -2.39 1.22  -0.859
N -4.71 -1.08 1.08  -0.076
H -5.57 1.66 0.85  0.174
H -4.84 4.03 0.37  0.412
H -2.14 3.82 -0.19  0.479
H -2.31 -3.25 0.94  0.452
H -5.01 -3.17 1.49  0.415
H -5.65 -0.74 1.22  0.167
S 0.48 3.77 0.60  -0.399
C 2.05 3.21 0.34  -0.212
N 2.65 3.07 -0.85  -0.083
C 3.98 2.48 -0.76  -0.323
C 4.14 2.28 0.76  -0.334
N 2.91 2.84 1.29  -0.065
H 2.14 3.23 -1.70  0.212
H 4.73 3.15 -1.17  0.304
H 4.01 1.53 -1.29  0.195
H 5.01 2.82 1.15  0.328
H 4.23 1.22 1.01  0.138
H 2.56 2.64 2.22  0.277
Cl 3.91 -3.24 -0.63  -0.245
C 2.39 -3.03 -1.47  0.629
C 2.36 -3.36 -2.81  -0.663
C 1.19 -3.20 -3.53  -0.312
C 0.06 -2.71 -2.89  -0.955
C 0.11 -2.39 -1.55  0.190
C 1.28 -2.54 -0.79  0.033
C 1.30 -2.12 0.64  -1.461
H 3.26 -3.74 -3.28  0.403
H 1.16 -3.46 -4.59  0.358
H -0.87 -2.58 -3.44  0.391
H -0.77 -2.00 -1.05  0.428
H 2.03 -2.70 1.22  0.512
H 0.32 -2.30 1.08  0.075
O -0.36 0.81 4.02  -0.155
C -1.08 0.64 3.17  0.042
F 2.63 -0.12 -0.14  -0.252
B 1.72 -0.56 0.82  1.112
F 2.16 -0.25 2.10  -0.301

---

Record 3
A molecular structure, C17H18BCdN7O3S. Source: OMol25; level of theory: wB97M-V/def2-TZVPD.

Values from the calculation:
multiplicity = 1
E_HOMO (spin up / spin down) = -8.9079 / -8.9025 eV
energy relative to the best compared isomer or geometry (same formula, charge and spin) = 421.09 kJ/mol
total charge = 0

Each line ends with the Mulliken charge.
Element x y z (Å)
H 0.75 2.93 -0.21  0.401
N 0.19 1.48 -1.69  -0.238
B -0.17 0.16 -3.90  0.367
N 0.17 1.49 -3.07  -0.009
C 0.57 2.72 -3.48  -0.155
Cd -0.06 -0.18 -0.16  1.341
H 0.67 2.95 -4.53  0.444
C 0.85 3.51 -2.37  -0.961
H 1.20 4.52 -2.29  0.384
C 0.61 2.69 -1.27  -0.102
H -0.04 0.32 -5.08  -0.108
C -0.95 -2.00 0.81  -1.296
H -1.03 -1.83 1.89  0.477
H -0.39 -2.97 0.61  0.346
H -1.99 -2.00 0.39  0.506
N -1.65 -0.24 -3.58  -0.151
N 0.79 -0.94 -3.28  -0.144
N -1.92 -0.42 -2.24  0.055
N 0.90 -1.12 -1.92  -0.076
C -2.78 -0.43 -4.28  -0.300
C 1.69 -1.75 -3.90  -0.126
H -2.78 -0.33 -5.33  0.488
H 1.81 -1.71 -4.98  0.424
C -3.82 -0.75 -3.41  -1.021
C 2.37 -2.51 -2.93  -0.975
C -3.21 -0.73 -2.14  -0.096
C 1.82 -2.08 -1.71  -0.158
H -4.85 -0.96 -3.56  0.389
H 3.16 -3.25 -3.02  0.389
H -3.69 -0.93 -1.20  0.415
H 2.07 -2.42 -0.71  0.440
H -1.89 -0.37 0.81  0.108
O 3.50 1.91 5.15  -0.623
S 3.04 0.63 4.66  1.110
O 3.64 -0.60 5.13  -0.632
N 2.92 0.64 3.04  -0.513
C 1.69 0.49 2.53  0.278
O 1.47 0.50 1.29  -0.887
C 0.68 0.40 3.65  0.340
C -0.70 0.28 3.55  0.273
C -1.48 0.26 4.70  -0.886
C -0.86 0.37 5.95  -0.254
C 0.54 0.49 6.08  -0.717
C 1.27 0.51 4.89  0.017
H -1.12 0.20 2.56  0.311
H -2.57 0.17 4.68  0.356
H -1.52 0.35 6.82  0.342
H 1.08 0.54 7.03  0.427